{"formula": "C5H45NO18", "method": "ωB97M-V/def2-TZVPD", "symbols": ["H", "H", "H", "N", "H", "H", "O", "O", "H", "H", "H", "H", "H", "H", "H", "H", "H", "H", "H", "O", "O", "C", "O", "H", "O", "H", "H", "O", "O", "C", "H", "H", "H", "H", "O", "H", "H", "O", "H", "H", "C", "H", "H", "C", "O", "H", "H", "C", "H", "O", "H", "H", "H", "O", "O", "H", "H", "O", "H", "O", "H", "H", "O", "H", "O", "H", "H", "H", "H"], "coordinates": [[-2.202, -4.390, 0.652], [-5.439, -3.629, 0.981], [-3.204, -3.411, 0.044], [-3.051, 0.405, -0.427], [0.442, -5.298, -1.804], [3.618, 9.613, 6.063], [3.461, 2.902, -3.911], [3.268, 9.794, 5.178], [2.972, -4.240, -0.395], [5.143, 2.535, -0.147], [-2.547, -1.316, 0.824], [1.097, 0.846, -1.085], [3.338, -0.016, 0.993], [-0.408, -7.051, 0.412], [3.567, 0.596, -0.865], [1.775, 1.946, -3.052], [1.039, -0.180, 0.505], [-2.598, 0.547, -1.357], [3.448, 8.979, 4.685], [-9.095, -4.749, 0.733], [-0.358, -5.528, -1.308], [-2.066, -0.277, 0.495], [3.765, 6.836, 3.806], [-0.603, -4.514, -4.862], [-0.858, -4.041, -4.055], [-0.711, 1.965, -0.607], [3.398, 1.861, 0.640], [5.783, 4.783, -0.047], [-1.440, 2.075, 1.487], [3.079, 0.827, 0.193], [-9.114, -3.831, 0.424], [-1.119, -0.578, -0.163], [6.583, 5.012, -0.543], [-3.071, -3.588, -2.067], [-2.260, -3.631, 0.052], [5.591, 5.580, 0.470], [-6.211, -4.020, 2.239], [-3.402, -2.848, -2.597], [3.395, 7.533, 3.244], [-4.849, -2.483, -1.303], [-1.542, 0.633, 1.754], [2.025, 3.655, 1.630], [3.442, 3.820, -4.220], [1.417, 0.850, 0.041], [5.203, 2.285, -1.081], [-0.449, 3.576, 0.335], [-3.410, 1.310, -0.049], [-0.438, 2.389, 0.457], [2.083, -3.233, -1.122], [-5.056, -2.240, -0.388], [1.871, 3.588, 3.148], [-0.550, -4.731, -0.791], [-8.225, -4.837, 1.150], [-0.391, -7.721, 1.112], [2.374, 4.035, 2.451], [0.332, -7.436, 1.690], [4.331, 2.814, -3.494], [2.102, -4.152, -0.812], [1.451, 0.907, -4.123], [-5.916, -4.370, 1.385], [-2.994, -2.980, -3.466], [3.173, 6.082, 3.664], [1.244, 1.150, -3.208], [4.925, 3.082, -1.556], [0.945, 2.020, 0.797], [-0.488, 0.196, 2.103], [-0.806, -4.717, -3.362], [-2.289, 0.453, 2.666], [-4.525, -1.444, -0.232]], "forces_ev_per_angstrom": [[-0.1, 0.2, -0.1], [-0.3, 0.1, -0.3], [-0.1, 0.2, 0.0], [0.8, 0.2, 0.2], [0.1, -0.1, 0.6], [-0.1, 0.1, -0.3], [0.3, 0.5, 0.1], [0.2, -0.3, 0.1], [-0.3, -0.1, -0.1], [0.2, 0.1, -0.4], [1.3, 2.4, -0.1], [0.5, 0.4, 2.2], [-0.3, 1.9, -1.8], [0.0, -0.2, -0.1], [-1.0, 0.6, 2.6], [0.1, -0.2, -0.2], [0.5, 2.3, -0.8], [-0.8, 0.1, 1.3], [0.0, 0.2, 0.4], [0.1, 0.4, 0.1], [-0.1, 0.1, -0.3], [0.9, -0.6, -0.6], [-0.3, 0.3, -0.2], [-0.1, 0.2, 0.2], [0.1, -0.3, -0.2], [0.4, 0.4, 2.2], [-0.6, -2.1, -1.0], [0.2, 0.6, 0.0], [1.5, -1.5, -1.3], [-1.2, -0.6, 0.2], [0.0, -0.4, 0.1], [-2.0, 0.6, 1.4], [-0.2, -0.2, 0.2], [0.2, 0.2, -0.1], [0.0, -0.4, 0.2], [0.0, -0.3, -0.1], [0.2, -0.2, -0.2], [0.1, -0.3, -0.1], [0.1, -0.4, 0.0], [0.0, 0.1, -0.1], [-0.1, -1.6, 0.8], [0.0, -0.1, 0.2], [-0.1, -0.3, 0.0], [1.5, -1.5, 0.0], [0.1, 0.2, -0.5], [-0.1, -2.6, 0.6], [0.7, -1.0, -0.5], [-0.1, 1.4, -0.8], [0.0, -0.2, 0.1], [0.3, -0.2, 0.3], [0.2, 0.1, -0.3], [0.0, 0.0, -0.2], [-0.1, 0.0, -0.3], [0.3, 0.4, 0.1], [-0.1, 0.1, 0.2], [-0.3, -0.2, -0.2], [-0.3, -0.2, -0.2], [0.4, 0.4, 0.0], [0.0, 0.1, 0.4], [-0.1, 0.1, 0.6], [0.0, 0.0, 0.2], [0.1, 0.0, -0.1], [0.0, 0.0, -0.2], [0.2, -0.1, 0.6], [-1.9, -0.9, -1.4], [-2.2, 1.0, -0.7], [-0.2, 0.1, 0.1], [1.6, 0.9, -2.0], [0.0, 0.3, -0.2]], "gap_ev": 9.42, "e_tot_ha": -1626.44465, "homo_energy_ha": -0.3520, "total_charge": 0, "de_lowest_kcal_mol": 53.4}

{"formula": "C3H3NO", "method": "ωB97M-V/def2-TZVPD", "symbols": ["N", "O", "H", "H", "C", "C", "C", "H"], "coordinates": [[-1.481, 2.320, 0.321], [-1.219, -0.976, 0.694], [0.545, -1.541, -0.549], [1.586, -0.575, 0.460], [-0.490, -0.112, 0.255], [0.826, -0.508, -0.321], [-0.987, 1.275, 0.275], [1.219, 0.116, -1.135]], "forces_ev_per_angstrom": [[0.6, -0.9, -0.1], [0.1, 0.8, 0.0], [0.8, 0.1, -0.7], [-0.1, 0.2, 0.1], [-0.7, -0.6, 0.4], [0.0, -0.2, 0.1], [-0.4, 1.0, 0.1], [-0.3, -0.4, 0.1]], "gap_ev": 10.82, "e_tot_ha": -246.07461, "homo_energy_ha": -0.4144, "smiles": "CC(=O)C#N", "total_charge": 0, "de_lowest_kcal_mol": 10.6}

{"formula": "C32H52NO14", "method": "ωB97M-V/def2-TZVPD", "symbols": ["C", "C", "H", "H", "C", "O", "C", "H", "C", "C", "C", "H", "C", "C", "H", "H", "H", "H", "C", "H", "C", "H", "H", "C", "H", "H", "O", "C", "H", "C", "H", "H", "H", "C", "H", "C", "C", "H", "H", "C", "H", "C", "C", "O", "C", "C", "H", "H", "H", "H", "H", "H", "H", "H", "O", "H", "O", "H", "C", "H", "H", "C", "O", "C", "C", "C", "H", "H", "H", "O", "C", "H", "H", "H", "H", "H", "C", "H", "O", "O", "H", "C", "C", "H", "O", "O", "H", "O", "H", "C", "H", "O", "O", "N", "H", "H", "H", "H", "H"], "coordinates": [[-5.038, -1.472, 7.858], [2.894, -4.372, 1.559], [3.302, -2.351, 6.178], [0.198, -2.265, 0.748], [-0.486, 0.981, -0.442], [-2.347, 3.299, -5.894], [-2.210, -5.622, -2.018], [-2.181, -1.629, 0.455], [0.023, -4.570, -2.722], [2.415, -6.741, 0.774], [-2.347, 1.265, -4.682], [4.578, -1.893, 3.286], [-3.023, 6.410, -3.068], [3.480, 5.068, -3.353], [2.807, 4.534, -2.862], [0.452, -5.195, -1.923], [6.799, 5.981, -3.123], [1.805, 0.947, -0.610], [2.780, -2.806, 5.403], [-3.234, 7.101, -3.961], [-0.542, 6.734, -3.718], [1.241, -1.000, 0.166], [2.486, -3.261, 1.735], [-2.110, -0.646, 0.163], [3.187, -4.430, 2.482], [3.458, -3.590, 5.198], [1.736, 0.822, -5.280], [-3.457, -1.981, 5.985], [0.463, 2.655, -6.180], [0.093, -1.411, -0.033], [-2.772, -0.084, 0.855], [6.093, 5.216, -4.404], [3.031, -7.233, 1.603], [0.939, 1.512, -0.413], [-2.951, 1.243, 7.277], [3.575, -1.267, 3.224], [-1.540, 6.313, -2.735], [-0.963, 7.799, -4.035], [1.613, -7.480, 0.421], [-4.517, -2.403, 6.775], [-2.682, -5.289, -1.191], [-4.431, -0.117, 8.157], [-0.547, -0.017, 1.821], [-4.761, 0.661, 9.080], [-1.546, 0.339, -3.896], [-1.327, -4.353, -2.181], [-2.847, -5.920, -2.922], [-0.149, -4.824, -3.599], [3.627, 4.576, -4.298], [-1.493, -1.333, 5.008], [3.033, -1.109, 2.165], [0.840, -3.613, -2.581], [-5.117, -3.327, 6.594], [1.561, -0.536, -3.775], [-1.827, -0.421, 5.381], [-2.569, -0.709, -0.763], [0.595, -5.074, 0.775], [-2.070, -0.344, -3.180], [-0.053, 0.284, -3.987], [-1.812, -6.497, -1.738], [1.245, 1.640, 0.645], [-0.117, 2.145, -5.633], [-6.110, -1.744, 8.824], [1.841, -5.320, 1.073], [4.784, 5.370, -2.742], [-1.584, 2.303, -5.331], [0.416, 0.296, 1.981], [-1.258, 0.714, 2.110], [5.746, 6.798, -3.841], [-3.546, 1.268, -4.596], [5.877, 5.885, -3.552], [-0.960, 2.059, -0.260], [-0.377, 6.031, -4.617], [0.074, -1.876, -1.006], [-3.506, 6.854, -2.291], [3.694, -0.318, 3.831], [0.570, 1.049, -4.974], [0.424, 6.912, -3.208], [1.256, -1.811, 3.812], [-1.715, -3.163, -1.970], [-6.412, -2.633, 8.702], [-3.383, 0.165, 7.209], [2.473, -1.944, 4.122], [1.898, -3.242, 5.502], [1.088, 2.701, -1.261], [-2.834, -2.796, 5.176], [0.294, 3.095, -1.225], [-1.297, 5.536, -1.801], [3.055, -6.454, 0.028], [-2.813, -0.779, 6.127], [-0.703, 0.739, -1.452], [0.601, -0.796, -3.454], [4.979, 5.201, -1.522], [-0.717, -0.298, 0.342], [-1.882, 3.842, -6.523], [-0.658, -0.928, 2.393], [3.053, 5.983, -3.716], [3.822, -4.505, 0.836], [-3.432, 5.483, -3.268]], "forces_ev_per_angstrom": [[-1.6, -3.7, -0.1], [-1.5, 3.5, -5.8], [0.0, 1.4, 1.7], [-1.4, 1.5, -1.1], [1.8, 2.2, -1.0], [0.1, -1.7, 1.4], [-0.6, 3.0, -3.6], [-0.3, -2.4, 1.1], [4.1, 5.0, 10.0], [-2.5, -0.8, 2.4], [0.4, -0.5, 2.6], [-2.1, 1.5, -0.6], [1.9, 3.1, -3.2], [2.3, 2.0, -3.3], [-2.6, -2.1, 2.9], [0.2, -1.0, -1.2], [2.2, -0.4, 2.2], [0.5, -1.6, -1.6], [2.3, 2.0, -3.8], [0.4, -1.1, 1.1], [0.7, 3.0, -1.2], [-2.6, -1.0, -1.0], [0.7, -2.1, -1.6], [-2.1, 0.6, 2.4], [1.9, -1.9, 5.4], [0.9, -1.0, -1.0], [0.3, -0.5, 0.5], [2.5, -6.3, -3.3], [3.7, 4.4, -4.3], [6.8, -1.4, 2.1], [0.6, 0.0, -0.6], [-0.5, 0.4, -0.1], [-0.9, 1.0, -1.0], [1.4, 1.3, 0.9], [-0.6, -2.2, -0.1], [-0.9, -1.0, 0.7], [-1.6, -4.4, 0.9], [1.3, -2.2, -0.1], [1.2, 1.3, 0.5], [-5.0, 2.4, 5.1], [-3.0, 0.6, 2.4], [-0.1, 1.0, 0.7], [-1.1, -1.3, -0.6], [0.5, -2.4, -2.4], [5.2, -1.5, 1.0], [-1.0, 3.5, -0.4], [0.6, 1.2, 1.3], [-0.3, -3.2, -8.2], [0.4, -0.6, -0.6], [-0.7, 1.8, 0.3], [1.8, -0.2, 2.4], [-2.8, -2.2, -0.9], [1.0, 0.8, 0.1], [-1.8, -1.1, 0.7], [1.9, -2.0, -1.4], [0.1, 0.7, -2.4], [5.8, -0.3, 1.4], [0.5, 0.5, -1.0], [-8.1, -3.7, 2.1], [2.6, -3.0, 0.8], [-0.7, 1.2, 0.0], [-9.8, -4.0, 6.0], [3.6, 1.4, -3.1], [-4.8, -1.4, -0.8], [0.6, -0.8, 4.4], [5.5, 2.6, -4.8], [2.3, 0.9, 0.4], [-0.6, 0.7, 0.2], [-1.6, 5.5, -2.4], [-0.8, 0.1, -0.6], [0.4, -5.0, -1.2], [-0.6, -3.1, 0.8], [-0.7, 1.1, 1.5], [-0.8, 0.6, -0.5], [-1.5, 1.1, 2.5], [0.3, -0.6, -1.2], [1.9, 2.3, -2.3], [-0.4, -0.3, -0.4], [3.4, -0.2, 0.7], [0.2, -3.9, 0.0], [-0.3, -1.0, -0.3], [3.8, 0.1, -4.1], [-1.9, 0.0, -0.6], [-3.9, -1.7, 1.8], [3.7, -4.1, 1.2], [-2.0, 2.1, 1.7], [-4.4, 3.1, -0.1], [0.5, 1.6, -0.7], [1.9, -0.1, -2.3], [-3.0, 8.1, 6.7], [-0.5, -0.3, -0.9], [2.2, 2.9, -1.1], [-0.7, 0.1, -2.1], [-1.8, 2.6, 0.9], [0.7, 0.2, -0.3], [-0.3, -0.3, -0.1], [-0.4, 0.9, 0.1], [-1.9, 0.8, 1.5], [-0.6, -2.1, -0.3]], "gap_ev": 6.47, "e_tot_ha": -2357.82113, "homo_energy_ha": -0.3933, "total_charge": 1, "de_lowest_kcal_mol": 57.9}

Please write out number 2 again, unchanged.
{"formula": "C3H3NO", "method": "ωB97M-V/def2-TZVPD", "symbols": ["N", "O", "H", "H", "C", "C", "C", "H"], "coordinates": [[-1.481, 2.320, 0.321], [-1.219, -0.976, 0.694], [0.545, -1.541, -0.549], [1.586, -0.575, 0.460], [-0.490, -0.112, 0.255], [0.826, -0.508, -0.321], [-0.987, 1.275, 0.275], [1.219, 0.116, -1.135]], "forces_ev_per_angstrom": [[0.6, -0.9, -0.1], [0.1, 0.8, 0.0], [0.8, 0.1, -0.7], [-0.1, 0.2, 0.1], [-0.7, -0.6, 0.4], [0.0, -0.2, 0.1], [-0.4, 1.0, 0.1], [-0.3, -0.4, 0.1]], "gap_ev": 10.82, "e_tot_ha": -246.07461, "homo_energy_ha": -0.4144, "smiles": "CC(=O)C#N", "total_charge": 0, "de_lowest_kcal_mol": 10.6}